(1)
This record from OMol25 describes an isolated molecule of C2H5NO in a non-equilibrium geometry. The level of theory is ωB97M-V with the def2-TZVPD basis set.

Last column: Löwdin charge in e.
Cartesian coordinates (Å):
O  2.092  -0.238  -0.192  -0.06
N  -0.149  -0.756  0.076  -0.03
H  -1.761  0.536  0.270  0.08
H  -2.082  -1.274  -0.004  0.07
C  -1.368  -0.471  0.115  -0.05
H  0.933  0.510  1.421  0.16
H  2.034  -1.203  -0.207  0.09
C  0.859  0.233  0.238  -0.37
H  0.646  1.176  -0.281  0.12

Atoms 1-6, force components in eV/Å:
O 0.312 -0.274 -0.328
N 0.130 -0.604 -0.135
H 0.031 0.120 -0.013
H -0.201 -0.103 -0.008
C -0.191 0.152 0.022
H -0.263 -0.632 -2.456

Results
ΔE to the lowest compared entry with this formula, charge and spin: 1.889 eV
HOMO-LUMO gap: 11.16 eV
HOMO energy: -10.09 eV
Calculated total energy: -209.152891 a.u.
M: 59.07 Da
SMILES: C=NCO

***

(2)
This record from OMol25 describes a structure of composition C18H27LuN2O6P2 in a non-equilibrium geometry. The level of theory is ωB97M-V with the def2-TZVPD basis set.

Last column: Löwdin charge in e.
Cartesian coordinates (Å):
H  -2.110  2.060  3.464  0.05
H  -1.395  -4.642  1.333  0.11
H  -5.255  1.808  -3.140  0.13
H  -2.931  -3.146  -1.356  0.06
H  -1.583  -4.153  -0.842  0.02
H  -0.410  -3.577  1.899  0.11
H  1.094  -3.506  -2.428  0.06
H  5.970  -1.362  2.767  0.13
C  5.524  1.410  0.760  0.04
C  0.389  -2.894  -3.000  -0.24
H  -4.768  2.655  -0.811  0.13
H  3.727  1.824  -0.401  0.13
H  -1.249  4.667  1.081  0.06
C  -0.709  3.861  0.563  -0.23
O  8.192  -0.025  2.691  0.10
H  -2.393  -2.712  1.573  0.00
H  -0.475  2.749  3.525  0.06
C  -2.877  1.898  0.813  -0.32
O  7.973  1.825  1.502  0.06
C  2.005  -0.077  0.631  -0.53
O  1.316  0.539  -0.276  -0.17
H  -0.854  -0.518  -3.627  0.12
H  0.946  -2.115  -3.528  0.06
C  -4.413  1.437  -2.578  0.03
H  -0.170  -3.499  -3.726  0.07
C  -1.941  -3.503  -1.649  -0.25
H  3.615  -1.723  1.972  0.12
H  6.068  2.294  0.427  0.13
O  -2.683  -1.752  1.767  -0.16
C  6.152  0.487  1.636  -0.12
N  7.511  0.749  1.979  -0.30
O  1.354  -0.933  1.381  -0.21
P  -1.109  2.210  1.273  0.83
C  -3.535  0.501  -3.117  0.00
N  -2.283  0.389  -1.073  -0.01
C  4.206  1.190  0.344  0.01
H  -2.032  -4.065  -2.586  0.06
C  -1.639  -1.039  -3.040  -0.29
H  -3.418  2.849  0.946  0.11
C  -4.158  1.885  -1.283  0.00
O  -1.292  -3.690  1.489  -0.04
H  0.375  4.019  0.668  0.06
H  -3.637  0.139  -4.147  0.14
H  -1.868  3.763  3.018  0.06
P  -0.767  -2.107  -1.843  0.81
H  -0.947  3.894  -0.504  0.05
C  -2.516  -0.018  -2.359  -0.31
C  -1.426  2.762  2.985  -0.26
C  -3.094  1.370  -0.582  -0.33
C  5.468  -0.660  2.097  0.05
H  -2.225  -1.681  -3.729  0.12
Lu  -0.669  -0.526  0.484  1.64
C  3.481  0.117  0.895  -0.13
C  4.152  -0.831  1.681  0.00
H  -3.267  1.185  1.570  0.10
H  -3.418  -1.780  2.406  0.09

Atoms 1-6, force components in eV/Å:
H 0.124 0.036 0.150
H 0.058 0.159 0.096
H -0.031 0.076 -0.096
H -0.016 0.030 0.007
H -0.074 0.040 -0.471
H -0.611 -0.236 -0.001

Results
Net charge: +2
ΔE to the lowest compared entry with this formula, charge and spin: 0.000 eV
HOMO-LUMO gap: 8.24 eV
HOMO energy: -14.46 eV
Calculated total energy: -3180.825297 a.u.
M: 604.34 Da

***

(3)
This record from OMol25 describes the ion CH7N2 with charge +1 in a non-equilibrium geometry. The level of theory is ωB97M-V with the def2-TZVPD basis set.

Last column: Mulliken spin population.
Cartesian coordinates (Å):
H  -1.383  0.946  0.510  -0.07
H  -0.418  1.730  -0.654  0.02
H  1.147  0.602  0.726  0.02
H  1.309  -0.066  -0.964  -0.04
H  -0.432  -1.190  1.163  0.28
H  -1.125  0.233  -1.092  0.02
C  0.741  -0.055  -0.029  0.15
N  0.510  -1.300  0.510  1.29
N  -0.658  0.802  -0.324  0.42
H  0.290  -2.070  -0.039  -0.10

Atoms 1-6, force components in eV/Å:
H 2.054 -1.028 -1.814
H 0.574 0.110 -0.248
H 0.713 0.064 0.300
H -0.365 0.245 0.232
H -1.061 0.089 1.502
H 0.240 0.974 1.065

Results
Net charge: +1
ΔE to the lowest compared entry with this formula, charge and spin: 1.575 eV
HOMO-LUMO gap (alpha / beta): 5.01 / 10.43 eV
Spin multiplicity: 3
HOMO energy (alpha / beta): -8.99 / -19.57 eV
Calculated total energy: -151.278968 a.u.
M: 47.08 Da

***

(4)
This record from OMol25 describes a cluster of 2 separate species, C32H32N3 in total in a non-equilibrium geometry. The level of theory is ωB97M-V with the def2-TZVPD basis set.

Last column: Löwdin charge in e.
Cartesian coordinates (Å):
C  0.454  0.719  -2.478  0.03
C  -2.354  -4.320  1.388  -0.08
C  0.664  4.966  -0.142  0.01
C  -4.045  -0.043  -0.900  0.00
C  2.040  -3.825  1.759  -0.02
C  -2.076  1.321  -0.965  -0.17
H  2.598  -5.870  2.053  0.10
H  1.342  0.937  -3.081  0.10
N  4.060  -0.904  1.224  -0.11
H  5.890  -3.086  1.310  0.10
C  4.835  -3.319  1.461  -0.01
C  -1.534  3.228  1.216  0.03
H  -1.648  2.396  1.927  0.11
C  1.310  5.628  -1.198  -0.05
H  -4.623  -0.904  -0.540  0.13
C  1.847  -1.282  1.379  -0.17
N  0.313  1.740  -1.460  0.01
H  -0.436  0.643  -3.122  0.11
H  -1.691  -1.347  2.912  0.11
C  0.575  3.586  -0.208  -0.12
H  5.343  0.512  0.373  0.09
C  2.965  -4.864  1.852  -0.08
C  -6.026  0.629  -2.361  -0.04
H  -2.245  -0.441  0.281  0.10
C  1.791  3.517  -2.324  0.01
H  -4.466  2.628  -3.021  0.14
H  0.971  -3.992  1.904  0.10
C  -2.749  0.201  -0.449  0.02
C  5.307  -0.169  1.234  -0.02
H  2.125  2.933  -3.180  0.11
C  -0.763  1.846  -0.647  -0.17
C  -0.563  -2.200  1.321  -0.27
H  -3.184  -3.346  3.150  0.11
H  -1.188  4.121  1.737  0.10
C  1.870  4.917  -2.270  -0.05
C  -4.646  0.823  -1.828  -0.26
C  -1.588  -2.214  2.262  -0.07
C  2.507  -2.544  1.491  -0.12
H  1.354  6.719  -1.217  0.12
H  2.340  5.464  -3.091  0.12
C  -0.555  -3.134  0.277  -0.06
H  0.154  -0.396  2.243  0.13
C  4.334  -4.611  1.708  -0.08
H  -1.352  -5.036  -0.413  0.11
C  2.826  -0.312  1.179  -0.03
C  -1.425  -4.239  0.336  -0.07
H  -5.980  0.551  -3.458  0.10
H  5.433  0.449  2.139  0.10
N  -0.551  2.855  0.216  0.02
H  0.580  -0.255  -1.977  0.10
H  2.721  0.765  1.025  0.13
H  0.122  -3.002  -0.569  0.12
C  1.132  2.871  -1.284  -0.12
C  -2.453  -3.300  2.336  -0.08
C  3.907  -2.294  1.364  -0.16
H  -2.981  -5.209  1.471  0.10
C  -2.693  2.179  -1.905  -0.02
H  -2.528  3.396  0.768  0.11
H  0.154  5.492  0.664  0.12
H  0.206  -0.489  0.470  0.08
C  0.391  -1.024  1.372  -0.12
H  -6.500  -0.256  -1.935  0.08
H  6.130  -0.881  1.180  0.08
H  -2.171  3.054  -2.303  0.14
C  -3.974  1.943  -2.317  -0.03
H  5.013  -5.453  1.791  0.10
H  -6.617  1.529  -2.133  0.10

Atoms 1-6, force components in eV/Å:
C 0.026 -0.749 -0.227
C 0.335 -0.275 -0.092
C 0.660 0.906 -0.171
C -0.300 0.159 -0.282
C 0.130 -0.764 0.144
C -0.986 -0.447 -0.236

Results
Net charge: +1
ΔE to the lowest compared entry with this formula, charge and spin: 0.000 eV
HOMO-LUMO gap: 6.75 eV
HOMO energy: -9.50 eV
Calculated total energy: -1402.633892 a.u.
M: 458.63 Da